1.
41
Properties=species:S:1:pos:R:3 method="wB97M-V/def2-TZVPD" gap_ev=8.76 total_energy_ha=-1337.01038 relative_energy_kj_mol=5.60
C -0.238 -2.168 2.998
H -1.122 -2.455 3.577
O -0.521 -2.102 1.623
C -0.935 -3.244 0.982
C -1.100 -4.479 1.583
C -1.522 -5.567 0.832
C -1.779 -5.426 -0.516
C -1.619 -4.195 -1.132
C -1.199 -3.099 -0.396
N -1.014 -1.823 -0.935
C -1.151 -1.407 -2.220
O -1.493 -2.105 -3.150
C -0.799 0.067 -2.377
H -1.176 0.408 -3.342
C 0.719 0.262 -2.309
H 1.179 -0.186 -3.190
H 1.116 -0.241 -1.425
C 1.092 1.740 -2.231
C 0.719 2.337 -0.901
O 0.366 1.741 0.077
O 0.828 3.687 -0.947
C 0.609 4.391 0.255
H 0.058 3.758 0.963
C 1.946 4.783 0.891
F 2.738 3.699 1.069
F 2.648 5.615 0.081
C 1.772 5.488 2.256
F 1.112 4.684 3.108
F 1.022 6.595 2.098
H 2.741 5.767 2.696
H 0.052 5.301 0.021
H 0.610 2.319 -3.020
H 2.171 1.868 -2.345
H -1.281 0.639 -1.584
H -0.722 -1.141 -0.246
H -1.817 -4.073 -2.183
H -2.107 -6.273 -1.099
H -1.646 -6.525 1.316
H -0.903 -4.608 2.636
H 0.577 -2.869 3.207
H 0.069 -1.163 3.280

---

2.
36
Properties=species:S:1:pos:R:3 method="wB97M-V/def2-TZVPD" gap_ev=7.56 total_energy_ha=-1202.70219 relative_energy_kj_mol=45.10 charge=+2
C 1.614 -4.507 1.537
C 2.778 -4.096 0.694
H 1.827 -4.576 2.681
H 0.909 -5.220 1.092
H 1.049 -3.530 1.581
H 2.443 -3.154 0.278
H 3.759 -3.698 1.020
H 2.961 -4.547 -0.276
Sn 0.348 -0.816 -0.020
C -0.385 -2.243 -1.462
H 0.189 -2.120 -2.385
H -1.438 -2.046 -1.667
H -0.259 -3.273 -1.089
I 1.780 -0.284 2.288
C 2.062 2.373 -2.333
C 1.868 1.093 -1.845
N 0.768 0.856 -1.065
C -0.207 1.785 -0.753
C -0.023 3.089 -1.223
C 1.106 3.321 -2.052
C -1.047 4.019 -0.732
C -2.051 3.640 0.134
C -2.212 2.291 0.656
C -3.154 1.821 1.602
C -3.122 0.530 2.125
C -2.169 -0.323 1.592
N -1.348 0.127 0.637
C -1.283 1.396 0.152
H 2.928 2.582 -2.957
H 2.567 0.294 -2.011
H 1.191 4.348 -2.392
H -0.923 5.045 -1.093
H -2.760 4.398 0.490
H -3.870 2.568 1.945
H -3.841 0.194 2.882
H -2.056 -1.337 1.971

---

3.
41
Properties=species:S:1:pos:R:3 method="wB97M-V/def2-TZVPD" gap_ev=3.41 total_energy_ha=-1349.82949 charge=+3
Zr -0.561 0.811 0.433
O 0.905 1.292 1.533
C 0.661 1.095 2.925
C 1.306 1.906 3.813
C 1.097 1.745 5.152
C 0.205 0.821 5.651
C -0.364 -0.098 4.750
C -0.091 0.007 3.381
C -0.514 -1.137 2.554
N -0.519 -1.239 1.157
C -0.847 -2.581 0.884
C -1.136 -3.261 2.036
N -0.918 -2.307 3.042
H 2.002 2.629 3.422
H 1.595 2.536 5.755
H -0.131 0.766 6.699
H -1.072 -0.843 5.042
H -0.800 -2.913 -0.183
H -1.493 -4.269 2.203
H -1.036 -2.476 4.007
N 0.152 1.291 -1.524
C 0.320 0.939 -2.613
N 0.471 0.716 -3.869
C 0.780 -0.747 -4.284
C -0.057 -1.122 -5.485
C 0.040 -0.113 -6.613
C -0.032 1.351 -6.168
C -0.514 1.453 -4.760
H 0.475 -1.324 -3.447
H 1.875 -0.752 -4.348
H -1.083 -1.323 -5.102
H 0.288 -2.177 -5.724
H -0.801 -0.432 -7.243
H 0.952 -0.324 -7.182
H -0.743 1.875 -6.785
H 0.874 1.904 -6.282
H -1.512 1.001 -4.532
H -0.526 2.491 -4.404
O 1.505 0.003 12.549
N 2.086 0.902 12.282
I -2.841 1.904 1.278

---

4.
43
Properties=species:S:1:pos:R:3 method="wB97M-V/def2-TZVPD" gap_ev="5.60 / 5.03" total_energy_ha=-6435.24001 multiplicity=2 relative_energy_kj_mol=178.42 charge=+1
Ir -0.336 -0.088 0.664
C -3.970 -3.658 0.222
C -2.549 -3.180 0.563
C -2.254 -3.376 2.051
C -2.415 -1.748 0.116
C -2.561 -0.674 1.022
C -2.620 0.651 0.539
C -2.510 0.932 -0.835
C -2.638 2.326 -1.339
C -2.314 -0.144 -1.713
C -2.270 -1.447 -1.249
H -4.082 -4.696 0.519
H -4.156 -3.590 -0.846
H -4.718 -3.065 0.742
H -1.859 -3.796 -0.027
H -3.066 -2.993 2.661
H -1.326 -2.873 2.339
H -2.160 -4.435 2.280
H -2.831 -0.861 2.053
H -2.879 1.454 1.217
H -1.649 2.743 -1.533
H -3.125 2.964 -0.607
H -3.188 2.353 -2.278
H -2.230 0.053 -2.770
H -2.162 -2.254 -1.960
Se 1.042 -0.862 2.802
Te 3.064 0.482 2.576
Te 2.379 2.825 1.281
Se -0.023 2.708 1.341
O 3.712 -1.631 -3.576
C 3.327 -2.718 -2.952
O 3.690 -3.824 -3.254
C 2.340 -2.567 -1.834
C 1.749 -3.645 -1.191
N 0.876 -3.158 -0.303
N 0.869 -1.825 -0.313
C 1.759 -1.438 -1.223
C 2.092 0.023 -1.310
O 2.800 0.463 -2.199
O 1.622 0.695 -0.326
H 3.380 -0.778 -3.188
H 1.944 -4.689 -1.332
H 0.288 -3.668 0.345

---

5.
36
Properties=species:S:1:pos:R:3 method="wB97M-V/def2-TZVPD" gap_ev=5.68 total_energy_ha=-841.77118 charge=-1
C -1.616 -3.253 -0.782
C -2.872 -3.075 -0.411
C -3.960 -3.521 -1.159
N -4.851 -3.896 -1.802
H -0.789 -2.897 -0.193
H -1.394 -3.763 -1.701
H -3.097 -2.562 0.511
C 3.979 -2.096 0.673
C 3.308 -1.633 -0.604
O 2.059 -1.005 -0.344
C 1.144 -1.198 -1.358
C 0.006 -0.288 -1.383
C -0.857 -0.250 -2.581
N -0.098 0.558 -0.381
C -0.900 1.604 -0.266
C -0.783 2.474 0.843
C -1.483 3.690 0.941
C -1.272 4.528 2.010
C -0.380 4.184 3.011
C 0.305 2.984 2.939
C 0.111 2.141 1.874
O 1.262 -2.059 -2.221
H 5.036 -2.310 0.539
H 3.884 -1.331 1.443
H 3.501 -2.992 1.057
H 3.927 -0.887 -1.119
H 3.160 -2.456 -1.321
H -0.700 -1.141 -3.188
H -1.913 -0.202 -2.325
H -0.620 0.608 -3.206
H -1.582 1.833 -1.061
H -2.165 3.971 0.156
H -1.792 5.469 2.065
H -0.210 4.849 3.842
H 1.000 2.709 3.714
H 0.653 1.213 1.792

---

6.
41
Properties=species:S:1:pos:R:3 method="wB97M-V/def2-TZVPD" gap_ev=9.06 total_energy_ha=-1197.45792 relative_energy_kj_mol=17.81
C -2.265 -3.718 2.661
H -2.051 -4.782 2.701
H -3.087 -3.553 1.969
H -2.571 -3.387 3.651
C -1.028 -2.950 2.208
N -1.353 -1.539 2.113
C -1.017 -0.790 1.064
O -0.516 -1.173 0.028
N -1.288 0.599 1.211
C -1.372 1.292 2.373
O -1.633 0.803 3.452
C -1.095 2.795 2.235
H -2.033 3.342 2.123
H -0.583 3.119 3.147
O -0.327 3.089 1.081
C 0.877 2.477 1.009
O 1.393 1.909 1.931
C 1.350 2.501 -0.399
C 1.321 1.349 -1.060
C 1.552 1.183 -2.496
C 2.783 1.459 -3.080
C 2.998 1.214 -4.425
C 1.989 0.680 -5.215
C 0.754 0.412 -4.659
C 0.535 0.671 -3.312
N -0.789 0.469 -2.785
O -1.091 1.066 -1.769
O -1.542 -0.240 -3.411
H -0.058 0.016 -5.251
H 2.164 0.484 -6.261
H 3.961 1.436 -4.860
H 3.574 1.853 -2.461
H 1.061 0.432 -0.540
H 1.527 3.455 -0.870
H -1.173 1.104 0.336
H -1.649 -1.059 2.957
C 0.140 -3.151 3.172
H 0.404 -4.204 3.227
H 1.008 -2.590 2.835
H -0.131 -2.806 4.168
H -0.737 -3.267 1.202